Record 1
Below is C10H10BrClCoO4 as an isolated structure at a distorted geometry, with properties calculated with ωB97M-V with the def2-TZVPD basis set.

```
27
C10H10BrClCoO4, DFT ωB97M-V with the def2-TZVPD basis set
Br -1.703 -1.787 0.113
Co 0.322 -0.409 0.259
Cl 2.041 -3.659 0.464
O 1.360 -4.907 0.272
O 2.427 -3.449 1.854
O 3.212 -3.517 -0.389
O 1.042 -2.560 0.092
C -2.850 0.423 -1.389
C 1.439 0.165 1.764
C 2.229 -0.553 0.787
C -2.574 2.129 0.159
C 1.376 1.329 -0.243
C 2.207 0.209 -0.434
C -2.068 2.572 -1.103
C -2.213 1.509 -2.046
C 0.918 1.328 1.105
C -3.063 0.803 -0.009
H -2.597 2.707 1.085
H 2.858 0.058 -1.289
H 2.876 -1.400 0.987
H 1.191 2.148 -0.929
H 0.364 2.146 1.541
H -3.481 0.182 0.782
H -1.904 1.524 -3.092
H -3.095 -0.526 -1.857
H -1.646 3.560 -1.316
H 1.332 -0.023 2.832
```

Summary:
* lowest unoccupied orbital energy (spin up / spin down): 5.691 / 4.459 eV
* relative energy (zero: lowest compared OMol25 entry of this formula, charge and spin): 16.4 kcal per mole
* Kohn-Sham gap (spin up / spin down): 5.430 / 4.518 eV
* net charge: -2
* multiplicity: 4

Record 2
Below is C10H10BrLuNO3 as an isolated structure at a distorted geometry, with properties calculated with ωB97M-V with the def2-TZVPD basis set.

```
26
C10H10BrLuNO3, DFT ωB97M-V with the def2-TZVPD basis set
Lu -0.783 -1.495 1.342
Br 1.182 -3.069 0.985
O 0.686 1.059 4.082
O -1.150 -0.160 4.062
O -0.102 0.254 2.095
N -0.177 0.412 3.551
C 3.037 0.430 -0.553
C 1.522 1.573 -1.864
C -2.796 -1.642 0.185
C 2.660 1.625 0.144
C 1.717 2.342 -0.667
C -1.947 -2.150 -0.858
C -1.853 0.160 -0.953
C -2.691 -0.203 0.156
C 2.331 0.412 -1.802
C -1.407 -1.033 -1.584
H 1.259 3.281 -0.432
H 2.973 1.908 1.142
H -3.515 -2.232 0.772
H -1.989 -3.190 -1.203
H -1.676 1.180 -1.324
H 2.383 -0.376 -2.544
H -3.392 0.465 0.677
H 0.878 1.868 -2.698
H -0.838 -1.077 -2.524
H 3.689 -0.344 -0.185
```

Summary:
* lowest unoccupied orbital energy: 1.631 eV
* relative energy (zero: lowest compared OMol25 entry of this formula, charge and spin): 0.0 kcal per mole
* Kohn-Sham gap: 4.040 eV
* net charge: -1
* multiplicity: 1

Record 3
Below is C10H10Cl2Co as an isolated structure at a distorted geometry, with properties calculated with ωB97M-V with the def2-TZVPD basis set.

```
23
C10H10Cl2Co, DFT ωB97M-V with the def2-TZVPD basis set
Co 0.668 -0.414 0.147
Cl 0.362 -2.650 -0.121
Cl 1.849 -0.106 -1.783
C 1.900 0.978 0.880
C 0.518 1.177 1.257
C -2.145 0.531 -0.419
C -1.272 1.296 -1.256
C 0.092 -0.005 1.965
C 1.225 -0.889 2.063
C -0.662 0.406 -2.204
C -2.075 -0.838 -0.843
C 2.313 -0.283 1.404
C -1.170 -0.924 -1.945
H -1.187 2.379 -1.287
H -0.958 -1.793 -2.550
H -0.090 2.066 1.080
H -0.873 -0.166 2.423
H -2.860 0.929 0.285
H 2.567 1.700 0.423
H 3.337 -0.650 1.416
H -0.142 0.717 -3.096
H 1.297 -1.811 2.639
H -2.695 -1.649 -0.479
```

Summary:
* lowest unoccupied orbital energy (spin up / spin down): 3.725 / 2.093 eV
* relative energy (zero: lowest compared OMol25 entry of this formula, charge and spin): 0.0 kcal per mole
* Kohn-Sham gap (spin up / spin down): 7.005 / 5.973 eV
* net charge: -1
* multiplicity: 5

Record 4
Below is one molecule with the formula C10H10Cl2N2O at a distorted geometry, with properties calculated with ωB97M-V with the def2-TZVPD basis set.

```
25
C10H10Cl2N2O, DFT ωB97M-V with the def2-TZVPD basis set
Cl -2.046 1.054 1.803
Cl -2.972 2.139 -1.004
O -3.319 -2.638 -0.077
N -3.320 -0.480 -0.990
N -1.627 -1.214 0.506
C -2.365 0.523 -1.113
C -1.362 0.237 0.350
C -1.037 -2.117 1.470
C 2.186 0.242 -0.710
C 0.867 -0.159 -0.444
C 1.564 2.531 -0.162
C 0.287 2.090 0.151
C 2.515 1.623 -0.598
C 0.002 0.742 0.121
C -2.776 -1.575 -0.168
H 0.364 -1.158 -0.412
H -1.676 -3.024 1.674
H 3.520 1.904 -1.034
H -0.354 2.797 0.555
H -0.091 -2.461 1.113
H -0.931 -1.543 2.469
H 3.105 -0.406 -0.902
H -4.103 -0.686 -1.588
H -1.584 0.398 -1.955
H 1.668 3.581 -0.245
```

Summary:
* lowest unoccupied orbital energy: 0.604 eV
* relative energy (zero: lowest compared OMol25 entry of this formula, charge and spin): 14.6 kcal per mole
* Kohn-Sham gap: 10.114 eV
* net charge: 0
* multiplicity: 1

Record 5
Below is C10H10ClIMg as an isolated structure at a distorted geometry, with properties calculated with ωB97M-V with the def2-TZVPD basis set.

```
23
C10H10ClIMg, DFT ωB97M-V with the def2-TZVPD basis set
I -1.931 2.159 1.808
Cl 2.041 1.560 0.660
Mg -0.237 1.021 0.195
C -0.764 0.682 -2.616
C -0.401 -1.804 0.781
C -0.427 -2.145 3.085
C -1.085 1.928 -1.978
C 0.646 0.567 -2.686
C 1.213 1.721 -2.074
C -1.212 -2.150 1.909
C 0.912 -1.870 2.732
C 0.951 -1.649 1.315
C 0.136 2.572 -1.648
H -0.810 -2.370 4.052
H 1.215 -0.230 -3.162
H 1.809 -1.972 3.364
H -2.262 -2.385 1.867
H -1.490 -0.003 -3.057
H -2.073 2.342 -1.818
H 1.862 -1.492 0.704
H 0.252 3.531 -1.156
H 2.278 1.945 -1.996
H -0.624 -1.960 -0.282
```

Summary:
* lowest unoccupied orbital energy: 4.874 eV
* relative energy (zero: lowest compared OMol25 entry of this formula, charge and spin): 0.0 kcal per mole
* Kohn-Sham gap: 5.335 eV
* net charge: -2
* multiplicity: 1

Record 6
Below is one molecule with the formula C10H10ClOP at a distorted geometry, with properties calculated with ωB97M-V with the def2-TZVPD basis set.

```
23
C10H10ClOP, DFT ωB97M-V with the def2-TZVPD basis set
Cl 2.932 0.373 -2.597
P 0.597 1.271 -0.866
O 1.251 2.569 -0.878
C 0.671 -0.934 0.996
C 1.196 1.213 1.883
C 1.273 0.341 -2.329
C 0.275 -0.138 -3.090
C 1.268 0.671 3.125
C -1.065 0.007 -2.429
C 0.658 -1.507 2.296
C 0.908 0.345 0.727
C -1.123 1.235 -1.448
C 1.050 -0.667 3.292
H -1.232 -0.843 -1.848
H 1.329 1.349 3.962
H 0.450 -0.659 -4.005
H -1.769 0.051 -3.280
H 1.015 -0.947 4.363
H 1.453 2.253 1.782
H -1.887 1.123 -0.684
H 0.486 -2.506 2.600
H 0.318 -1.563 0.150
H -1.291 2.237 -2.007
```

Summary:
* lowest unoccupied orbital energy: 0.762 eV
* relative energy (zero: lowest compared OMol25 entry of this formula, charge and spin): 0.0 kcal per mole
* Kohn-Sham gap: 10.199 eV
* net charge: 0
* multiplicity: 1

Record 7
Below is C10H10F3N3O2OsS5Sb as an isolated structure, with properties calculated with ωB97M-V with the def2-TZVPD basis set.

```
35
C10H10F3N3O2OsS5Sb, DFT ωB97M-V with the def2-TZVPD basis set
Os -1.385 0.563 0.709
Sb -1.632 1.799 4.554
S -2.964 1.102 2.491
S -3.256 1.814 6.173
S -0.011 0.224 4.797
S -1.986 -0.073 -1.553
S -2.535 -0.900 2.174
F -2.885 -2.400 -3.638
F -1.226 -3.454 -4.522
F -1.174 -1.305 -4.376
O 1.379 -0.272 1.998
O -1.529 3.000 -0.640
N 0.680 0.684 1.267
N -0.461 -1.654 -0.206
N -0.653 2.250 -0.139
C 0.282 -2.707 0.084
C 0.637 2.545 -0.092
C 1.180 3.775 -0.738
C -1.063 -1.531 -1.397
C -0.892 -2.534 -2.370
C 0.486 -3.738 -0.817
C -0.117 -3.635 -2.065
C 2.869 1.718 0.850
C 1.389 1.610 0.695
C -1.544 -2.417 -3.716
H 3.368 1.281 -0.017
H 2.071 3.554 -1.327
H 0.912 -0.277 2.875
H 3.160 2.764 0.904
H 3.204 1.192 1.740
H 1.443 4.548 -0.013
H 0.727 -2.703 1.071
H 0.412 4.179 -1.396
H 1.094 -4.590 -0.555
H 0.017 -4.411 -2.805
```

Summary:
* lowest unoccupied orbital energy (spin up / spin down): 2.461 / 0.502 eV
* Kohn-Sham gap (spin up / spin down): 7.122 / 5.482 eV
* net charge: -1
* multiplicity: 5

Record 8
Below is C10H10F6N3O5PdS3 as an isolated structure, with properties calculated with ωB97M-V with the def2-TZVPD basis set.

```
38
C10H10F6N3O5PdS3, DFT ωB97M-V with the def2-TZVPD basis set
Pd 1.121 0.500 -0.247
S 6.215 -1.225 0.292
S 1.393 3.473 -1.350
S 3.856 -0.134 -0.548
F 7.896 -0.121 1.996
F 2.426 -2.331 -0.057
F 6.293 1.205 1.397
F 3.943 -2.614 -1.581
F 2.140 -1.517 -2.029
F 5.905 -0.405 2.792
O 3.294 0.804 -1.508
O 1.868 3.226 0.348
O 5.430 -2.271 0.870
O 3.340 0.081 0.794
O 7.469 -1.492 -0.327
N 5.372 -0.301 -0.730
N -3.157 0.269 -0.318
N -0.816 -0.293 0.173
C -5.104 -1.202 -0.524
C 0.844 2.355 0.338
C -1.921 -0.022 -0.056
C 3.067 -1.767 -1.082
C -5.047 0.639 1.195
C -3.886 1.284 0.455
C -5.925 -0.160 0.233
C -3.942 -0.549 -1.257
C 6.597 -0.055 1.711
C 0.184 2.390 -0.981
H -3.274 -1.279 -1.710
H -5.627 1.416 1.696
H -4.247 2.033 -0.256
H -4.714 -1.948 0.174
H -6.734 -0.645 0.779
H -3.180 1.773 1.123
H -5.726 -1.732 -1.248
H -6.395 0.523 -0.482
H -4.652 -0.021 1.973
H -4.305 0.113 -2.048
```

Summary:
* lowest unoccupied orbital energy (spin up / spin down): -2.283 / -2.565 eV
* relative energy (zero: lowest compared OMol25 entry of this formula, charge and spin): 145.1 kcal per mole
* Kohn-Sham gap (spin up / spin down): 7.137 / 7.162 eV
* net charge: 0
* multiplicity: 2

Record 9
Below is C10H10N2O2 as an isolated structure at a distorted geometry, with properties calculated with ωB97M-V with the def2-TZVPD basis set.

```
24
C10H10N2O2, DFT ωB97M-V with the def2-TZVPD basis set
O 1.164 1.081 0.371
O 0.943 -3.287 1.445
N 0.104 -1.795 2.989
N 0.821 -1.088 0.903
C 0.078 -0.477 3.464
C -0.149 -0.151 -2.967
C -1.877 1.302 -2.118
C -1.394 0.276 -3.053
C 0.629 -2.129 1.779
C 0.484 0.502 2.613
C 0.801 0.347 -2.181
C 0.367 1.354 -1.328
C 0.814 0.269 1.177
C -0.991 1.693 -1.123
H 0.554 1.601 3.044
H -1.945 -0.091 -3.879
H -0.133 -0.523 4.600
H 0.024 -0.825 -3.884
H 1.926 0.056 -2.390
H -1.239 2.190 -0.172
H -0.299 -2.618 3.541
H -2.906 1.699 -2.000
H 1.044 -1.431 -0.086
H 1.181 2.045 -0.745
```

Summary:
* lowest unoccupied orbital energy: 0.104 eV
* relative energy (zero: lowest compared OMol25 entry of this formula, charge and spin): 116.4 kcal per mole
* Kohn-Sham gap: 7.534 eV
* net charge: 0
* multiplicity: 1